Model w:
One molecule with the formula C3HCl3O. Source: the OMol25 dataset; level of theory: wB97M-V/def2-TZVPD.

Last column: natural (NBO) charge in e.
Positions of all 8 atoms, in Å:
C 1.7468 1.3198 0.1020  0.641
C -0.5597 0.5174 -0.0444  -0.140
C 0.2773 1.5525 0.0474  -0.248
O 2.5772 2.1539 0.2412  -0.442
Cl -2.2440 0.6742 -0.3030  0.066
Cl -0.2244 3.2134 0.1272  0.085
Cl 2.5713 -0.5248 -0.1881  -0.236
H -0.3134 -0.5777 -0.0272  0.273

Calculated values
- E_HOMO: -10.57 eV
- SMILES: O=C(Cl)/C(Cl)=C/Cl
- Orbital gap: 9.721 eV

=====

Model x:
C3HCl3O as an isolated structure. Source: the OMol25 dataset; level of theory: wB97M-V/def2-TZVPD.

Last column: natural (NBO) charge in e.
Positions of all 8 atoms, in Å:
C 2.0390 0.4622 0.1982  0.524
C -0.3084 -0.2312 0.1771  -0.283
C -1.6262 -0.1405 -0.1530  -0.242
O 2.4550 0.7699 1.2487  -0.433
Cl 2.4688 0.1735 -1.3314  0.167
Cl -2.8267 -1.2021 0.2223  0.083
Cl -2.2427 0.9997 -1.2864  0.014
H 0.0412 -0.8316 0.9245  0.170

Calculated values
- E_HOMO (spin up / spin down): -8.83 / -9.21 eV
- Orbital gap (spin up / spin down): 7.891 / 8.468 eV

=====

Which of them is the most stable, and which is the least stable? model w and model x, in that order.

=====

Model w:
A 2-piece molecular cluster, CH3FINS overall. Source: the OMol25 dataset; level of theory: wB97M-V/def2-TZVPD.

Last column: natural (NBO) charge in e.
Positions of all 8 atoms, in Å:
C 0.8580 0.4199 0.0395  -0.465
N 0.1266 -0.8008 -0.0763  -0.131
F 0.2562 -1.3217 -1.3351  -0.224
S -1.0292 -1.3919 0.8720  0.232
I -3.2006 1.3489 0.0401  -0.146
H 0.7729 0.6869 1.1842  0.250
H 1.8710 -0.0611 -0.0807  0.238
H 0.3451 1.1198 -0.6436  0.245

Calculated values
- E_HOMO (spin up / spin down): -8.76 / -9.74 eV
- Orbital gap (spin up / spin down): 5.860 / 8.366 eV

=====

Model x:
A 2-piece molecular cluster, CH3FINS overall. Source: the OMol25 dataset; level of theory: wB97M-V/def2-TZVPD.

Last column: natural (NBO) charge in e.
Positions of all 8 atoms, in Å:
C -0.9610 0.7127 -0.1377  -0.113
N -1.1201 -0.2981 0.6126  -0.634
F -0.3599 -2.4789 -0.6613  -0.532
S -0.9336 -1.8148 0.7953  0.903
I 2.6212 0.0902 0.5828  -0.100
H -0.9806 1.6160 0.5369  0.180
H 2.6867 1.3077 -0.5328  0.101
H -0.9528 0.8652 -1.1958  0.195

Calculated values
- E_HOMO: -8.94 eV
- SMILES: C=NSF.I
- Orbital gap: 9.248 eV

=====

Which of them is the most stable, and which is the least stable? model x and model w, in that order.

=====

Model w:
A 2-piece molecular cluster, CH4FP overall. Source: the OMol25 dataset; level of theory: wB97M-V/def2-TZVPD.

Last column: natural (NBO) charge in e.
Positions of all 7 atoms, in Å:
C 0.7707 -0.1682 0.2692  -0.926
F -2.3863 -0.7456 -0.1068  -0.673
P -0.5585 1.1078 -0.0175  0.924
H 0.5381 -0.8892 -0.3594  0.240
H 0.6082 -0.4121 1.3716  0.256
H 1.6704 0.4689 0.1004  0.245
H -0.6427 0.6385 -1.2575  -0.066

Calculated values
- E_HOMO: -10.68 eV
- Orbital gap: 8.330 eV

=====

Model x:
A 2-piece molecular cluster, CH4FP overall. Source: the OMol25 dataset; level of theory: wB97M-V/def2-TZVPD.

Last column: natural (NBO) charge in e.
Positions of all 7 atoms, in Å:
C 0.1136 0.1675 -1.7857  -0.789
F -1.9865 -1.9236 0.2022  -0.561
P 0.8098 0.4260 -0.2604  0.425
H -2.6283 -1.4737 -0.3245  0.561
H -0.0400 -0.8722 -2.0697  0.207
H -0.1897 0.8512 -2.5522  0.216
H 1.0197 -0.8590 0.1479  -0.059

Calculated values
- E_HOMO: -9.74 eV
- SMILES: C=P.F
- Orbital gap: 9.876 eV

=====

Which of them is the most stable, and which is the least stable? model x and model w, in that order.

=====

Model w:
A 2-piece molecular cluster, C2H8N3S overall. Source: the OMol25 dataset; level of theory: wB97M-V/def2-TZVPD.

Last column: natural (NBO) charge in e.
Positions of all 14 atoms, in Å:
C -0.2773 0.7106 0.0515  -0.439
C -0.5005 -0.5303 -0.6991  -0.246
N 2.5296 0.5693 0.9191  -0.555
N 1.3478 0.1373 1.2917  -0.339
N -1.9478 -0.9103 -0.7678  -0.685
S -0.2641 0.8909 -1.6965  0.254
H -0.9372 1.2835 0.8209  0.248
H 0.2356 -1.4539 -0.8337  0.273
H 2.7629 1.5968 1.0786  0.391
H 3.0070 -0.1048 0.3196  0.403
H 0.8537 0.5735 2.0551  0.363
H -2.3221 -0.0997 -1.2883  0.449
H -2.4159 -0.9354 0.0961  0.438
H -2.0717 -1.7277 -1.3471  0.443

Calculated values
- E_HOMO (spin up / spin down): -11.54 / -11.54 eV
- Total charge: +1
- Orbital gap (spin up / spin down): 8.223 / 8.223 eV

=====

Model x:
An isolated ion of composition C2H8N3S and charge +1. Source: the OMol25 dataset; level of theory: wB97M-V/def2-TZVPD.

Last column: natural (NBO) charge in e.
Positions of all 14 atoms, in Å:
C -0.2365 -0.2013 0.6468  0.026
C 0.7077 -0.1918 -0.4349  -0.239
N -2.1415 0.1867 -0.7373  -0.635
N -1.5617 0.0749 0.5642  -0.421
N 2.0750 0.4396 -0.0614  -0.728
S 0.6909 -1.9390 0.0341  -0.028
H 0.1803 -0.0984 1.5911  0.227
H 0.3159 0.0383 -1.4583  0.298
H -2.7430 -0.6854 -0.6666  0.367
H -2.7779 0.9304 -0.7882  0.375
H -2.0565 -0.3945 1.3527  0.395
H 2.6397 0.4496 -0.9306  0.451
H 2.5853 -0.0882 0.6553  0.456
H 2.3222 1.4793 0.2329  0.454

Calculated values
- E_HOMO: -12.99 eV
- SMILES: NN[C@H]1S[C@@H]1[NH3+]
- Total charge: +1
- Orbital gap: 9.237 eV

=====

Which of them is the most stable, and which is the least stable? model x and model w, in that order.